Record 1
Computed, not measured: a cluster of 9 separate species, C28H49N10O2S in total, with ωB97M-V/def2-TZVPD.

CARTESIAN COORDINATES (ANGSTROEM)
1 C 7.0715 0.4902 0.6577
2 C 6.3200 1.4372 -0.2459
3 O 6.8541 2.2200 -1.0186
4 O 4.9398 1.3383 -0.1929
5 C 4.3573 1.6801 1.0556
6 C 3.6202 3.0267 0.8765
7 C 2.1915 2.8246 0.3644
8 N 1.1523 3.1980 1.3786
9 C 0.9156 4.6616 1.4502
10 C 0.0418 4.9845 2.6636
11 N -0.4611 3.7444 3.2969
12 C -1.1199 2.9727 2.2440
13 C -0.0926 2.3808 1.2693
14 C -0.6733 2.3182 -0.1449
15 C -1.0679 0.8676 -0.4863
16 C -2.4436 0.5163 0.1036
17 S -2.2294 -0.7760 1.3631
18 H 8.0854 0.3673 0.3101
19 H 6.5408 -0.4570 0.6724
20 H 7.0515 0.8905 1.6671
21 H 5.0647 1.7936 1.8652
22 H 3.6166 0.9402 1.3434
23 H 4.1639 3.5596 0.1055
24 H 3.6474 3.5705 1.8176
25 H 2.0049 1.8216 -0.0019
26 H 2.0374 3.4915 -0.4778
27 H 1.5550 2.9721 2.2898
28 H 0.5384 5.0422 0.5101
29 H 1.8947 5.0954 1.6232
30 H 0.6098 5.5382 3.4018
31 H -0.8148 5.5997 2.3834
32 H -1.1760 4.0369 3.9472
33 H -1.7337 2.1632 2.6256
34 H -1.8026 3.6385 1.7040
35 H 0.1380 1.3869 1.6382
36 H -1.5678 2.9201 -0.2506
37 H 0.0270 2.6320 -0.9150
38 H -1.0736 0.7101 -1.5577
39 H -0.3311 0.1883 -0.0758
40 H -2.9370 1.3928 0.5079
41 H -3.0713 0.1208 -0.6828
42 H -3.4843 -0.9536 1.7993
43 C 3.9954 0.3070 -3.4110
44 C 2.8435 0.9706 -3.9990
45 N 1.9231 1.4962 -4.4368
46 H 3.7611 -0.7242 -3.1512
47 H 4.8414 0.2937 -4.0961
48 H 4.3054 0.8198 -2.5028
49 C -2.2773 -2.3634 -3.6306
50 C -3.0381 -1.1463 -3.4146
51 N -3.6588 -0.1975 -3.2446
52 H -1.7554 -2.6536 -2.7199
53 H -2.9402 -3.1761 -3.9245
54 H -1.5386 -2.2211 -4.4177
55 C 6.1552 -1.9603 3.8588
56 C 5.4640 -0.6823 3.8446
57 N 4.9201 0.3275 3.8332
58 H 6.6724 -2.1131 4.8062
59 H 5.4553 -2.7834 3.7266
60 H 6.8917 -2.0142 3.0578
61 C -6.7569 -1.0407 -2.4147
62 C -7.7579 -1.1963 -1.3714
63 N -8.5347 -1.3193 -0.5358
64 H -6.8389 -1.8216 -3.1761
65 H -6.8516 -0.0763 -2.9109
66 H -5.7525 -1.1007 -2.0034
67 C 0.5611 -4.1232 -0.8101
68 C 0.7693 -2.6920 -0.9600
69 N 0.9334 -1.5623 -1.0720
70 H -0.2003 -4.3226 -0.0577
71 H 0.2370 -4.5672 -1.7500
72 H 1.4814 -4.6162 -0.5030
73 C 9.9528 -2.3030 5.5609
74 C 8.9206 -2.1722 6.5788
75 N 8.1015 -2.0690 7.3743
76 H 9.7974 -3.2013 4.9656
77 H 9.9480 -1.4432 4.8927
78 H 10.9380 -2.3685 6.0186
79 C -11.9239 -2.8784 -0.7304
80 C -12.8873 -3.0254 0.3487
81 N -13.6468 -3.1412 1.1994
82 H -12.0547 -3.6624 -1.4749
83 H -12.0410 -1.9171 -1.2271
84 H -10.9031 -2.9342 -0.3554
85 C -8.0346 -3.2463 -6.3821
86 C -6.8629 -2.9923 -5.5604
87 N -5.9401 -2.7920 -4.9090
88 H -8.9129 -3.4090 -5.7599
89 H -8.2339 -2.4016 -7.0389
90 H -7.8863 -4.1303 -6.9993

Summary:
total charge: +1
HOMO: -11.404 eV
molecular weight: 589.8 g/mol

These are the Löwdin partial charges, in e, on atoms 1 to 4:
1. C 0.020
2. C -0.474
3. O 0.124
4. O -0.054

=====

Record 2
Computed, not measured: a cluster of 4 separate species, C18H45N4O9 in total, with ωB97M-V/def2-TZVPD.

CARTESIAN COORDINATES (ANGSTROEM)
1 N -22.7668 -18.5066 0.7597
2 O -22.4003 -18.9786 1.7797
3 O -22.1619 -18.6366 -0.3308
4 O -23.9076 -18.0522 0.7902
5 C -20.8938 -18.9527 4.5835
6 O -22.1065 -18.4169 5.0167
7 C -22.0037 -17.7391 6.2786
8 C -23.3827 -17.2555 6.7736
9 N -24.3741 -18.3619 6.6991
10 C -24.0835 -19.5711 7.5255
11 C -24.0961 -19.2973 8.9906
12 O -25.2371 -18.5261 9.2890
13 C -25.3846 -18.1838 10.6665
14 H -20.2144 -18.2234 4.1425
15 H -20.9890 -19.6019 3.7131
16 H -20.3581 -19.4655 5.3824
17 H -21.4064 -16.8277 6.2541
18 H -21.5957 -18.3600 7.0762
19 H -23.7348 -16.4404 6.1414
20 H -23.4577 -16.7669 7.7450
21 H -25.1642 -17.9294 7.1560
22 H -23.1164 -19.9960 7.2568
23 H -24.8721 -20.2937 7.3156
24 H -23.2704 -18.6667 9.3202
25 H -24.0237 -20.1756 9.6321
26 H -25.5870 -19.1009 11.2198
27 H -26.2915 -17.6208 10.8868
28 H -24.4972 -17.6437 10.9966
29 C -26.0676 -15.6912 1.4533
30 O -26.5117 -16.8143 2.1240
31 C -27.8698 -17.0895 1.8344
32 C -28.3748 -18.4032 2.4193
33 N -27.3890 -19.4264 2.3696
34 C -26.9827 -19.7766 1.0361
35 C -26.2511 -21.1050 0.9436
36 O -24.9845 -20.9668 1.6022
37 C -24.1337 -22.0808 1.4455
38 H -26.5236 -14.7706 1.8175
39 H -26.2342 -15.7143 0.3764
40 H -24.9912 -15.7684 1.6066
41 H -27.9324 -17.2802 0.7630
42 H -28.5933 -16.2998 2.0369
43 H -29.2292 -18.7399 1.8321
44 H -28.8191 -18.2850 3.4076
45 H -27.8079 -20.2529 2.7714
46 H -26.4326 -19.0014 0.5028
47 H -27.8734 -19.9112 0.4224
48 H -26.0785 -21.3876 -0.0949
49 H -26.7896 -21.9181 1.4305
50 H -24.4944 -22.9178 2.0433
51 H -23.1092 -21.8839 1.7613
52 H -24.0025 -22.4719 0.4366
53 C -21.0684 -20.9360 -6.4907
54 O -21.1353 -21.2581 -5.1299
55 C -21.4336 -22.6622 -4.9788
56 C -20.7557 -23.1625 -3.7122
57 N -21.3296 -22.4907 -2.5392
58 C -20.6919 -23.0174 -1.3188
59 C -20.8604 -22.1428 -0.1392
60 O -20.0578 -20.9287 -0.3489
61 C -19.4999 -20.3467 0.8913
62 H -20.8371 -19.8724 -6.4324
63 H -22.0445 -21.0546 -6.9610
64 H -20.3039 -21.4650 -7.0597
65 H -21.0660 -23.3280 -5.7596
66 H -22.5172 -22.7541 -4.9047
67 H -19.6781 -23.0024 -3.7474
68 H -20.8866 -24.2446 -3.6988
69 H -22.2944 -22.7889 -2.5209
70 H -19.6403 -23.2620 -1.4685
71 H -21.2503 -23.9323 -1.1205
72 H -20.5888 -22.7731 0.7076
73 H -21.8741 -21.7678 0.0018
74 H -19.1948 -19.3039 0.8046
75 H -18.5889 -20.9430 0.9419
76 H -20.1727 -20.4699 1.7400

Summary:
total charge: -1
HOMO: -3.640 eV
molecular weight: 461.6 g/mol

These are the Löwdin partial charges, in e, on atoms 1 to 4:
1. N -0.667
2. O -0.023
3. O -0.068
4. O -0.061

=====

Record 3
Computed, not measured: a structure of composition C26H38Cl2LuN6O2S4, with ωB97M-V/def2-TZVPD.

CARTESIAN COORDINATES (ANGSTROEM)
1 Lu 0.5525 -0.3306 0.7437
2 C -1.8437 0.6853 -2.5183
3 C -2.0474 1.4555 -1.2420
4 C -3.2630 2.1630 -1.0848
5 C -3.3867 3.0589 -0.0716
6 C -2.2545 3.3767 0.7162
7 C -2.2492 4.4700 1.6126
8 C -1.0701 4.8641 2.1740
9 C 0.1294 4.1763 1.8760
10 C 0.1583 3.0580 1.0749
11 S 1.6377 2.1784 0.7239
12 C -1.0763 2.6407 0.4936
13 N -1.0440 1.5791 -0.3902
14 H -1.8274 1.4086 -3.3380
15 H -2.6557 -0.0122 -2.7326
16 H -0.8875 0.1695 -2.5285
17 H -4.0704 1.9878 -1.7866
18 H -4.3156 3.5976 0.0851
19 H -3.1706 5.0117 1.7964
20 H -1.0422 5.7347 2.8192
21 H 1.0716 4.5536 2.2626
22 S -0.3654 0.6068 3.2950
23 C 1.1940 1.1381 3.7131
24 N 1.4525 2.3523 4.1374
25 C 2.8531 2.7913 4.1030
26 C 3.6982 1.5180 4.1766
27 S 2.6267 0.1834 3.5633
28 H 0.6978 3.0256 4.1125
29 H 3.0575 3.4654 4.9304
30 H 3.0227 3.3047 3.1590
31 H 3.9941 1.2651 5.1916
32 H 4.5786 1.5900 3.5444
33 C 2.2029 -2.9424 -3.8901
34 C 2.8735 -1.5861 -3.7600
35 N 3.2638 -1.3492 -2.3571
36 C 3.1738 -0.2561 -1.6081
37 S 3.3567 -0.3944 0.1240
38 N 2.9578 0.9702 -2.0909
39 C 3.0688 1.5207 -3.4479
40 C 1.7209 1.8568 -4.0670
41 H 1.8949 -3.1021 -4.9248
42 H 1.3255 -3.0046 -3.2426
43 H 2.8826 -3.7478 -3.6064
44 H 2.1928 -0.8118 -4.0822
45 H 3.7566 -1.5386 -4.3969
46 H 3.4166 -2.1869 -1.8086
47 H 2.8236 1.6457 -1.3486
48 H 3.6510 0.8478 -4.0679
49 H 3.6599 2.4304 -3.3548
50 H 1.0945 0.9683 -4.1776
51 H 1.8535 2.3077 -5.0528
52 H 1.1843 2.5687 -3.4367
53 C -2.9185 -0.9467 1.2291
54 C -4.2836 -1.6671 1.0862
55 N -4.1040 -2.9746 0.4539
56 C -3.4426 -2.7935 -0.8384
57 C -2.0155 -2.2182 -0.6382
58 N -1.8103 -1.8236 0.7740
59 C -1.8861 -3.0708 1.5688
60 C -3.2369 -3.7910 1.3048
61 H -2.7159 -0.6801 2.2679
62 H -2.8909 -0.0286 0.6492
63 H -4.9706 -1.0751 0.4807
64 H -4.7519 -1.8144 2.0596
65 H -4.0603 -2.1317 -1.4493
66 H -3.3975 -3.7565 -1.3477
67 H -1.8490 -1.3536 -1.2603
68 H -1.2480 -2.9432 -0.8876
69 H -1.7792 -2.8096 2.6192
70 H -1.0415 -3.6997 1.2917
71 H -3.7531 -3.9864 2.2438
72 H -3.0772 -4.7514 0.8147
73 Cl 3.5036 -3.5641 2.2134
74 C 1.8494 -3.4804 1.6266
75 Cl 0.8766 -2.3100 2.6179
76 C 1.7471 -3.1367 0.1223
77 O 2.3965 -3.8284 -0.6232
78 O 0.9317 -2.1692 -0.1883
79 H 1.4186 -4.4596 1.7940

Summary:
total charge: +1
HOMO: -10.172 eV
molecular weight: 840.8 g/mol

These are the Löwdin partial charges, in e, on atoms 1 to 4:
1. Lu 1.275
2. C -0.033
3. C -0.339
4. C -0.019

=====

Record 4
Computed, not measured: an isolated molecule of C3H4N2O3, with ωB97M-V/def2-TZVPD.

CARTESIAN COORDINATES (ANGSTROEM)
1 O -1.7636 0.2429 -0.1538
2 C -0.8434 -0.9381 0.1636
3 C 0.5170 -0.4318 0.0699
4 N 1.6392 -1.1315 0.1093
5 N 2.6223 -0.3023 -0.1104
6 O 2.1758 0.9507 -0.1093
7 C 0.8601 0.8512 0.0592
8 O 0.0937 2.0033 0.1681
9 H -2.1326 -0.1113 -0.9751
10 H -1.0663 -1.6345 -0.5794
11 H -1.2372 -1.3086 1.1212
12 H -0.8649 1.8101 0.2367

Summary:
SMILES: OCc1nnoc1O
HOMO: -9.544 eV
molecular weight: 116.1 g/mol

These are the natural (NBO) partial charges, in e, on atoms 1 to 4:
1. O -0.756
2. C -0.071
3. C -0.112
4. N -0.197

=====

Record 5
Computed, not measured: a cluster of 2 separate species, CH5ClNOPS in total, with ωB97M-V/def2-TZVPD.

CARTESIAN COORDINATES (ANGSTROEM)
1 C 1.5644 -0.7062 0.7033
2 N 0.4994 -1.5226 0.3648
3 O -2.0505 0.3937 0.1376
4 P -0.9635 1.0710 -0.8182
5 S -1.9000 1.6988 -2.5212
6 Cl -0.5094 2.6036 0.5452
7 H 1.5079 0.1868 0.0626
8 H 1.5561 -0.4492 1.7428
9 H 2.5211 -1.1188 0.4566
10 H 0.5209 -1.8819 -0.5762
11 H -2.7466 -0.2753 -0.0972

Summary:
HOMO (spin up / spin down): -9.708 / -9.360 eV
molecular weight: 145.6 g/mol

These are the natural (NBO) partial charges, in e, on atoms 1 to 4:
1. C -0.487
2. N -0.427
3. O -1.028
4. P 1.087

=====

Record 6
Computed, not measured: an isolated molecule of C7H12, with ωB97M-V/def2-TZVPD.

CARTESIAN COORDINATES (ANGSTROEM)
1 C 3.2610 -0.2872 0.8056
2 C 2.4009 0.2584 -0.0550
3 C 1.0540 -0.2794 -0.3425
4 C 0.2018 -0.6126 0.6200
5 C -1.2225 -1.0273 0.3233
6 C -1.9464 -0.1508 -0.7111
7 C -1.8009 1.3465 -0.4442
8 H 2.9357 -1.2343 1.2340
9 H 4.1917 0.1837 1.0917
10 H 2.6606 1.2186 -0.4903
11 H 0.7747 -0.2711 -1.3929
12 H 0.5799 -0.6832 1.6327
13 H -1.2554 -2.0743 0.0332
14 H -1.7981 -0.9197 1.2513
15 H -1.7149 -0.4574 -1.7269
16 H -3.0136 -0.3729 -0.6312
17 H -1.2736 1.5860 0.4733
18 H -2.7591 1.8798 -0.4418
19 H -1.2758 1.8973 -1.2290

Summary:
SMILES: C=C/C=C/CCC
HOMO: -8.912 eV
molecular weight: 96.2 g/mol

These are the natural (NBO) partial charges, in e, on atoms 1 to 4:
1. C -0.397
2. C -0.204
3. C -0.239
4. C -0.158

=====

| no. | E_tot (eV) |
| --- | --- |
| 1 | -59653.1827 |
| 2 | -43774.6143 |
| 3 | -142621.2164 |
| 4 | -12295.4878 |
| 5 | -37300.3289 |
| 6 | -7452.0897 |